The following is a DFT calculation (the ωB97M-V functional and the def2-TZVPD basis) of the molecule C16H21NO3.

* multiplicity: 1
* LUMO energy: 0.0247 Ha
* energy above the lowest of the compared OMol25 structures with the same formula, charge and spin: 6.6 kcal/mol
* frontier orbital gap: 8.94 eV
* total charge: 0

XYZ file:
```
41
Properties=species:S:1:pos:R:3:lowdin_charge:R:1
C 5.6476 2.2142 0.5252 -0.109
C 4.1597 2.0592 0.2348 -0.257
C 3.8680 1.0663 -0.8915 -0.183
C 4.0903 -0.3875 -0.4637 -0.202
O 3.2668 -0.7733 0.6159 -0.050
C 1.9434 -1.0200 0.4101 -0.266
C 1.3075 -1.0746 -0.8253 -0.020
C -0.0446 -1.3638 -0.8918 -0.040
C -0.7940 -1.6024 0.2504 -0.240
C -0.1523 -1.5490 1.4814 -0.031
C 1.1930 -1.2621 1.5621 0.009
H 1.6958 -1.2203 2.5154 0.119
H -0.7171 -1.7199 2.3842 0.113
C -2.2658 -1.8951 0.1400 -0.107
H -2.4303 -2.6127 -0.6675 0.121
H -2.6261 -2.3348 1.0705 0.127
C -3.0803 -0.6264 -0.1686 -0.226
C -3.3150 0.1869 1.0870 -0.403
O -2.6776 0.1007 2.1039 0.118
N -4.3583 1.0935 1.0036 0.188
C -5.2771 1.2861 -0.0063 -0.457
O -6.1257 2.1360 0.0913 0.094
C -5.1214 0.3733 -1.1975 -0.090
C -4.4249 -0.9301 -0.8303 -0.147
H -4.2692 -1.5299 -1.7286 0.121
H -5.0489 -1.5087 -0.1450 0.134
H -6.1108 0.1993 -1.6228 0.127
H -4.5344 0.9150 -1.9458 0.134
H -4.4922 1.6730 1.8281 0.169
H -2.4917 0.0076 -0.8449 0.160
H -0.5193 -1.4093 -1.8630 0.116
H 1.8479 -0.9035 -1.7435 0.104
H 5.1082 -0.5169 -0.0880 0.121
H 3.9560 -1.0631 -1.3182 0.119
H 2.8286 1.1861 -1.2044 0.103
H 4.5089 1.2756 -1.7504 0.116
H 3.7501 3.0326 -0.0443 0.105
H 3.6431 1.7260 1.1369 0.108
H 5.8028 2.9706 1.2908 0.069
H 6.1825 2.5200 -0.3720 0.072
H 6.0769 1.2817 0.8821 0.065
```